Computed, not measured: 2 unconnected molecules or ions with the total composition C3H9N2O3 at a distorted geometry, with wB97M-V/def2-TZVPD.

Each atom is followed by the atoms it is bonded to, with distances in Å.
Positions of all 17 atoms, in Å:
1 C 0.374 0.611 -0.750  C9 1.528, H10 1.091, N12 1.447, H16 1.086
2 H 0.333 -2.260 0.346  C13 1.104
3 H 1.609 -0.987 0.834  C13 1.109
4 N -1.538 0.200 -2.232  H6 1.005, C9 1.375, H15 1.001
5 H 0.197 -0.037 2.971  O17 1.011
6 H -1.637 -0.185 -3.155  N4 1.005
7 H 0.843 1.252 2.555  O17 0.961
8 H -0.873 0.153 0.825  N12 1.012
9 C -0.293 0.772 -2.115  C1 1.528, N4 1.375, O14 1.223
10 H 0.514 1.552 -0.217  C1 1.091
11 O 0.088 -1.460 2.143  C13 1.352
12 N -0.312 -0.316 0.125  C1 1.447, H8 1.012, C13 1.525
13 C 0.552 -1.320 0.881  H2 1.104, H3 1.109, O11 1.352, N12 1.525
14 O 0.278 1.230 -3.094  C9 1.223
15 H -1.832 -0.330 -1.435  N4 1.001
16 H 1.360 0.217 -0.978  C1 1.086
17 O 0.338 0.909 3.298  H5 1.011, H7 0.961

**Charge**: -1
**Largest force on an atom**: 2.22 eV/A
**Relative energy (zero: lowest compared OMol25 entry of this formula, charge and spin)**: 35.69 kcal per mole
**Lowest unoccupied orbital energy**: 3.7 eV
**Calculated total energy**: -454.97772 Ha
**Frontier orbital gap**: 7.28 eV